A cluster of 6 separate species, C29H67N7O10PS in total in a non-equilibrium geometry, computed with ωB97M-V/def2-TZVPD.

Geometry (Å):
C 0.66402 -0.69640 2.26804
C -0.87821 -1.29410 2.52924
N -0.85621 -2.70653 2.01850
P -2.45307 -3.49174 1.93947
C -1.56955 -5.16085 1.83361
C -2.35206 -6.43118 1.22041
N -2.35091 -6.88962 -0.08752
C -2.33354 -3.62982 3.88131
C -3.28510 -2.51920 4.65730
O -4.56058 -3.05455 5.15473
C -2.56836 -3.29425 0.00383
C -1.38006 -2.42089 -0.68700
C 0.01417 -3.28687 -1.01325
C -0.20027 -4.49130 -2.09982
C 0.88018 -5.69069 -1.66066
O 0.47784 -7.03084 -2.11341
C 1.43768 -7.93947 -1.40292
C 0.96658 -9.34810 -0.65216
O 2.77450 -7.69525 -1.34860
S -4.43981 -4.26565 1.88020
C -4.92565 -5.53902 3.14816
O -5.40448 -3.04511 2.18493
O -4.94468 -4.76195 0.48536
H 0.97065 0.03779 3.12616
H 0.66964 -0.19853 1.19445
H 1.35623 -1.64256 2.23252
H -1.58075 -0.55300 1.93585
H -1.05793 -1.16344 3.67753
H -0.10617 -3.30034 2.41931
H -3.03090 -2.17159 2.01094
H -0.60584 -4.99456 1.14546
H -1.10619 -5.50437 2.88014
H -2.96081 -7.12243 1.98104
H -1.72857 -6.23912 -0.60447
H -1.22746 -3.40660 4.27505
H -2.56260 -4.70604 4.28154
H -3.47531 -1.53970 4.04627
H -2.67709 -2.17876 5.62722
H -4.44792 -3.25369 6.14785
H -3.56664 -2.65684 -0.15398
H -2.61398 -4.31180 -0.56198
H -1.78666 -2.17030 -1.78567
H -1.16729 -1.36913 -0.22008
H 0.58737 -3.60174 -0.02877
H 0.73075 -2.49093 -1.54158
H -1.29706 -4.88334 -2.20863
H 0.19074 -4.09869 -3.14739
H 0.85270 -5.72450 -0.46778
H 1.92668 -5.32874 -2.04379
H 0.30310 -9.15863 0.30616
H 1.91275 -10.01077 -0.35279
H 0.33987 -9.94077 -1.44958
H -4.03615 -6.16111 3.61534
H -5.59494 -6.34783 2.57831
H -5.63833 -5.13669 4.01757
C 4.32423 1.06949 0.19441
C 2.93251 1.38016 -0.28257
O 2.12746 0.49607 -0.56842
N 2.57098 2.68931 -0.39516
C 3.36098 3.86425 -0.11188
H 4.46371 -0.01443 0.23244
H 5.05956 1.48827 -0.49794
H 4.47424 1.47264 1.19959
H 1.61934 2.81767 -0.72211
H 2.84372 4.44328 0.65734
H 3.42441 4.45876 -1.02675
H 4.36571 3.61684 0.23223
C -5.89117 0.14783 -1.30518
C -4.79645 1.17313 -1.41127
O -4.54088 1.95285 -0.49577
N -4.07601 1.22411 -2.56697
C -4.21772 0.40513 -3.74766
H -6.37463 0.22971 -0.32776
H -6.64401 0.32246 -2.07859
H -5.47282 -0.85780 -1.40057
H -3.35731 1.93995 -2.56233
H -3.26796 -0.10716 -3.92097
H -4.42989 1.06376 -4.59360
H -5.01625 -0.33100 -3.64982
C 5.95040 8.17449 -2.22845
C 5.60213 6.71643 -2.11152
O 5.34712 6.19051 -1.02995
N 5.57364 5.97093 -3.25199
C 5.83944 6.39522 -4.60631
H 5.93226 8.63488 -1.23674
H 6.95572 8.28725 -2.64325
H 5.21807 8.68490 -2.85978
H 5.33127 4.99901 -3.09192
H 4.94775 6.19469 -5.20564
H 6.67163 5.80020 -4.99080
H 6.08971 7.45474 -4.66867
C -0.68882 1.08118 6.56897
C -1.64953 0.26045 7.38405
O -1.98775 -0.87303 7.04897
N -2.15042 0.80793 8.52713
C -1.88146 2.11056 9.08896
H -0.37723 0.51154 5.68909
H -1.17483 2.00042 6.23098
H 0.19975 1.31539 7.16142
H -2.79015 0.19468 9.02073
H -1.46593 1.96893 10.08986
H -2.82960 2.64852 9.16676
H -1.18318 2.68876 8.48298
C 2.78894 9.60277 -7.05411
C 3.89407 8.67560 -6.62991
O 4.27359 8.60268 -5.46283
N 4.48126 7.89969 -7.58408
C 4.18398 7.83739 -8.99566
H 2.42107 10.15429 -6.18447
H 3.16456 10.32281 -7.78615
H 1.95937 9.02848 -7.47530
H 5.21641 7.30232 -7.22118
H 3.89730 6.81065 -9.23682
H 5.09294 8.09475 -9.54519
H 3.38051 8.51683 -9.28187

Force components x, y, z for each atom (eV/Å):
-0.9 -0.6 -0.5
2.4 0.9 -0.1
0.3 1.8 0.0
4.2 2.1 0.2
2.0 -3.5 -0.9
0.2 -1.8 -2.8
0.6 2.2 5.4
-1.0 0.4 2.6
1.8 0.2 1.7
0.8 -0.1 1.7
-0.3 0.8 -1.5
-0.1 -0.6 -1.6
0.2 1.8 -0.3
1.4 -0.5 -0.1
-0.8 2.5 1.1
3.4 -1.9 2.7
5.8 0.4 0.2
-0.4 0.2 -0.8
-8.5 -1.0 -0.6
-8.8 1.9 -2.9
-1.3 -2.6 1.2
3.2 -3.1 0.1
2.1 0.0 3.7
-0.4 -1.2 -1.7
0.3 -0.9 2.4
-1.0 2.0 0.2
1.1 -2.0 1.2
-0.1 -0.4 -1.8
-0.8 1.0 -0.1
-0.5 -0.5 0.3
-2.2 -0.3 1.2
-1.2 0.7 -2.1
1.2 1.7 -1.8
-0.4 -0.3 0.2
-2.4 -0.5 -1.1
0.1 2.0 -0.4
0.1 -2.1 0.8
-1.3 -0.7 -2.4
0.0 0.6 -2.5
2.0 -1.7 0.1
-0.3 2.0 0.9
0.8 -0.4 2.1
-0.2 -2.3 -0.6
-1.4 0.4 -2.0
-1.4 -1.7 1.2
2.1 0.8 0.4
-1.2 -0.8 2.0
0.3 0.2 -2.6
-1.9 -1.2 0.8
1.3 -0.1 -2.2
-2.0 2.0 -0.8
1.0 1.1 1.7
-1.7 1.6 -1.0
1.6 1.9 0.8
2.0 -0.3 -2.1
0.2 -0.2 0.1
-1.0 -0.5 -0.3
0.6 0.5 0.1
0.0 -0.6 0.0
-0.4 0.2 -0.2
-0.2 0.2 -0.1
0.0 0.1 0.2
0.1 0.1 -0.1
0.3 -0.1 0.1
0.3 0.2 0.0
0.3 0.2 0.3
-0.2 0.0 -0.1
-0.1 -0.1 0.2
0.3 0.6 0.7
-0.2 -0.3 -0.5
-0.2 0.2 0.3
0.4 0.3 0.0
0.3 0.0 -0.2
0.1 -0.2 0.0
-0.2 0.0 -0.1
-0.2 -0.3 0.0
-0.2 -0.2 -0.2
-0.1 -0.3 -0.2
0.2 0.2 0.1
0.0 0.3 0.1
-0.2 -0.6 0.5
0.2 0.3 -0.4
0.0 0.1 0.5
0.2 -0.5 0.0
0.0 -0.3 -0.2
-0.1 0.1 -0.1
0.2 0.0 -0.1
0.1 0.3 0.0
0.2 0.2 -0.1
0.1 0.1 -0.2
-0.2 -0.3 0.1
0.1 0.0 -0.2
-0.4 -1.1 -0.2
0.4 0.9 0.5
0.1 -0.2 -0.3
-0.3 -0.3 0.2
-0.2 0.0 0.2
0.2 0.0 0.1
-0.1 0.2 -0.1
0.2 0.2 -0.2
0.1 0.3 0.0
0.2 0.3 0.1
-0.1 -0.2 0.1
-0.2 0.2 0.1
0.4 -0.2 0.7
-0.4 0.4 -0.6
-0.1 0.3 0.5
0.3 -0.3 0.0
0.2 -0.2 -0.1
-0.2 -0.1 -0.1
0.1 0.2 -0.1
-0.2 0.2 -0.2
-0.1 0.2 -0.3
-0.2 0.0 -0.2
0.2 -0.1 0.2

## Properties
Charge: -1
Energy, Ha: -3020.0655
F_max, hartree/bohr: 0.1842
LUMO, eV: 1.321

---

The molecule C6H6BClO2 in a non-equilibrium geometry, computed with ωB97M-V/def2-TZVPD.

Geometry (Å):
O -1.30452 -2.44526 -0.43426
B -1.54710 -1.05358 -0.66983
O -2.76875 -0.55214 -1.10561
C -0.33538 -0.16056 -0.27032
C 0.88035 -0.33448 -0.75912
C 1.93368 0.43691 -0.35611
C 1.73047 1.42008 0.57164
C 0.54025 1.49817 1.28228
Cl 0.36721 2.64369 2.57710
C -0.53987 0.66969 0.81855
H -0.54286 -2.85497 0.02382
H -3.33473 -1.30560 -1.39142
H 0.99857 -1.17430 -1.52231
H 2.84680 0.34729 -0.87079
H 2.58941 2.06048 0.92263
H -1.51356 0.80456 1.18375

Force components x, y, z for each atom (eV/Å):
-1.2 0.6 -0.6
0.6 -1.7 0.7
0.9 -1.8 -0.1
-3.5 0.4 1.7
2.4 -2.5 -2.8
-0.3 0.3 -0.5
1.5 1.2 2.2
-1.4 -1.2 -1.3
-0.1 -0.3 -0.2
2.2 2.2 0.3
-0.6 1.2 -0.5
0.3 0.8 0.4
0.2 1.4 0.9
1.2 -0.1 -0.3
-1.0 -0.7 -0.6
-1.1 0.2 0.8

## Properties
SMILES: OB(O)c1cccc(Cl)c1
Energy, Ha: -867.8513
F_max, hartree/bohr: 0.0856
LUMO, eV: 0.391

---

The molecule C24H23N3O2S, computed with ωB97M-V/def2-TZVPD.

Geometry (Å):
C -4.00214 -2.71223 -1.18517
O -4.56365 -2.78061 0.10472
C -4.52395 -1.58728 0.83912
C -3.13374 -1.21869 1.39203
N -2.27634 -0.58827 0.42096
C -2.52580 0.55030 -0.32411
C -3.68178 1.42847 -0.19185
C -4.34334 1.84964 -1.34500
C -5.42662 2.70324 -1.25908
C -5.86220 3.15283 -0.02336
C -5.19947 2.75450 1.12546
C -4.11499 1.90101 1.04514
C -1.46242 0.67162 -1.17959
N -0.57468 -0.33712 -0.97815
C -1.08995 -1.07680 -0.02196
S -0.37755 -2.53175 0.62700
C 1.08520 -2.70325 -0.44599
C 2.22601 -1.79926 0.02368
O 3.08254 -2.19627 0.77954
N 2.14395 -0.55849 -0.51426
C 2.93391 0.54534 -0.13746
C 2.28856 1.69697 0.24818
C 3.01090 2.82095 0.66236
C 4.37652 2.78620 0.69401
C 5.07460 1.63791 0.26785
C 6.48488 1.60151 0.25429
C 7.15442 0.50464 -0.20816
C 6.44047 -0.59919 -0.69657
C 5.07360 -0.60274 -0.68601
C 4.35204 0.49848 -0.18069
H -2.90865 -2.68635 -1.15671
H -4.31884 -3.61628 -1.70194
H -4.36855 -1.83410 -1.73047
H -5.19141 -1.75755 1.68742
H -4.91701 -0.75165 0.24121
H -2.63599 -2.13171 1.72922
H -3.26393 -0.55589 2.25157
H -4.00457 1.49297 -2.30676
H -5.93427 3.01738 -2.15896
H -6.71046 3.81712 0.04351
H -5.52486 3.11519 2.09000
H -3.58795 1.62138 1.94517
H -1.26488 1.43333 -1.90623
H 0.77462 -2.48697 -1.46655
H 1.38320 -3.74552 -0.33734
H 1.22669 -0.31946 -0.91363
H 1.20777 1.72663 0.24286
H 2.47560 3.70751 0.96934
H 4.94188 3.64247 1.03214
H 7.02556 2.46646 0.61211
H 8.23464 0.48546 -0.21443
H 6.98045 -1.44986 -1.08550
H 4.53762 -1.45374 -1.07332

Force components x, y, z for each atom (eV/Å):
0.0 0.0 -0.1
0.0 -0.1 0.1
0.1 0.1 0.1
-0.7 -0.3 0.2
0.5 0.1 -0.3
0.4 0.3 -0.5
-0.2 0.2 0.0
0.1 -0.1 0.1
-0.1 0.1 0.0
-0.1 0.0 0.0
-0.1 0.0 0.1
0.0 0.0 -0.1
-0.5 0.0 0.3
0.0 -0.5 0.1
0.2 0.0 -0.2
0.1 -0.3 0.2
-0.2 0.1 0.2
-0.3 -0.2 -0.2
0.2 -0.1 0.2
0.0 0.3 -0.3
0.0 0.3 0.3
0.0 -0.4 -0.1
0.3 0.2 0.0
-0.2 0.1 0.0
-0.2 -0.2 -0.1
0.2 -0.1 0.0
0.1 0.3 0.1
-0.3 -0.2 -0.1
0.2 -0.2 -0.1
0.1 0.3 0.1
0.0 0.0 0.0
0.0 0.0 -0.1
0.0 0.0 0.0
0.1 0.1 0.0
0.0 -0.1 0.1
-0.1 0.1 0.1
0.1 -0.1 0.0
0.0 -0.1 -0.1
0.0 0.0 -0.1
-0.1 0.1 0.0
0.0 0.0 0.1
0.1 0.0 0.1
-0.1 0.3 -0.1
0.0 -0.1 0.0
0.0 0.1 0.0
0.2 -0.2 0.0
-0.1 -0.1 0.0
0.0 0.1 0.0
0.1 0.1 0.0
0.1 0.1 0.0
0.1 0.0 0.0
0.0 -0.1 0.0
0.0 -0.1 0.0

## Properties
SMILES: COCCn1c(-c2ccccc2)cnc1SCC(=O)Nc1cccc2ccccc12
Energy, Ha: -1641.3198
F_max, hartree/bohr: 0.0149
LUMO, eV: 0.547